(1)
{
  "formula": "C28H25Cl4N6O2ReS",
  "method": "ωB97M-V/def2-TZVPD",
  "total_charge": 1,
  "multiplicity": 2,
  "molar_mass_g_mol": 837.6,
  "lumo_ev": [-4.1, -4.3],
  "s2": 0.76,
  "energy_ha": -3878.14683,
  "e_above_lowest_kcal_mol": 0.03,
  "elements": ["Re", "Cl", "C", "C", "C", "N", "C", "O", "C", "C", "C", "C", "C", "N", "C", "C", "C", "Cl", "N", "C", "O", "C", "C", "C", "C", "C", "N", "H", "H", "H", "H", "H", "H", "H", "H", "H", "H", "Cl", "C", "C", "C", "C", "C", "Cl", "C", "S", "H", "H", "H", "C", "C", "C", "C", "N", "N", "H", "H", "H", "H", "H", "H", "H", "H", "H", "H", "H", "H"],
  "coordinates": [[-0.8259, 0.6660, 0.2662], [-6.4485, -0.9637, 3.7111], [-5.3058, -0.0766, 2.7777], [-4.0081, -0.5559, 2.6894], [-3.0917, 0.1459, 1.9253], [-1.7289, -0.1803, 1.7544], [-0.9659, -0.7515, 2.7807], [-1.3035, -1.6230, 3.5333], [0.3848, -0.0711, 2.8527], [1.2894, -0.3458, 3.8538], [2.4404, 0.4276, 3.9283], [2.6359, 1.4372, 2.9990], [1.6949, 1.6229, 2.0016], [0.5901, 0.8832, 1.9299], [-3.4511, 1.3298, 1.2663], [-4.7515, 1.8077, 1.3638], [-5.6735, 1.0960, 2.1152], [-7.2856, 1.6937, 2.2139], [-2.3724, 1.9079, 0.5813], [-2.3718, 3.1702, 0.0576], [-3.2426, 4.0081, 0.1302], [-1.0902, 3.4457, -0.6964], [-0.9114, 4.6520, -1.3441], [0.2490, 4.8553, -2.0714], [1.1950, 3.8404, -2.1256], [0.9545, 2.6684, -1.4387], [-0.1648, 2.4656, -0.7314], [-3.7304, -1.4674, 3.1962], [1.0661, -1.1331, 4.5597], [3.1667, 0.2538, 4.7098], [3.5070, 2.0746, 3.0374], [1.8178, 2.3817, 1.2392], [-5.0469, 2.7212, 0.8727], [-1.6955, 5.3914, -1.2667], [0.4138, 5.7874, -2.5937], [2.1063, 3.9470, -2.6947], [1.6631, 1.8521, -1.4726], [-2.2969, -3.0643, -0.3744], [-1.5162, -2.7516, -1.8914], [-1.0299, -3.8318, -2.6099], [-0.3535, -3.6082, -3.7984], [-0.1473, -2.3154, -4.2499], [-0.6497, -1.2485, -3.5205], [-0.3389, 0.3525, -4.1087], [-1.3698, -1.4346, -2.3362], [-2.1462, -0.0837, -1.4948], [-1.1852, -4.8326, -2.2345], [0.0231, -4.4448, -4.3698], [0.3927, -2.1242, -5.1656], [2.8617, -1.9726, -1.9422], [3.0567, -1.6438, -0.4605], [4.4413, -1.0477, -0.2360], [2.8706, -2.8934, 0.3950], [2.1114, -0.6119, 0.0319], [0.7442, -0.8261, -0.3325], [3.6586, -2.6351, -2.2789], [2.8988, -1.0715, -2.5605], [1.9198, -2.4915, -2.1364], [5.2107, -1.7828, -0.4664], [4.5634, -0.7416, 0.8035], [4.6059, -0.1809, -0.8810], [3.5481, -3.6816, 0.0694], [1.8557, -3.2922, 0.3133], [3.0692, -2.6701, 1.4433], [2.3832, 0.2965, -0.3276], [0.4580, -1.6869, 0.1378], [0.6526, -1.0441, -1.3297]]
}

=====

(2)
{
  "formula": "C28H25CoF6IN3O3",
  "method": "ωB97M-V/def2-TZVPD",
  "total_charge": -2,
  "multiplicity": 5,
  "molar_mass_g_mol": 751.4,
  "lumo_ev": [4.3, 4.3],
  "s2": 6.04,
  "energy_ha": -3751.65477,
  "e_above_lowest_kcal_mol": 0.00,
  "elements": ["Co", "C", "C", "N", "C", "C", "C", "O", "C", "C", "N", "C", "C", "C", "C", "C", "C", "I", "C", "O", "H", "H", "H", "H", "H", "H", "H", "H", "H", "H", "H", "H", "C", "C", "C", "N", "H", "H", "H", "H", "H", "C", "C", "C", "C", "C", "C", "C", "H", "H", "H", "H", "H", "C", "C", "O", "C", "F", "F", "F", "C", "F", "F", "F", "H", "H", "H"],
  "coordinates": [[-0.0250, 0.6348, -0.3846], [-3.8507, -0.9303, -2.7494], [-3.6471, -1.3585, -1.3265], [-4.5245, -2.1946, -0.7930], [-4.3241, -2.5847, 0.4673], [-3.2668, -2.1455, 1.2501], [-3.1140, -2.7424, 2.6190], [-3.5151, -1.8204, 3.6476], [-2.3491, -1.2345, 0.7201], [-1.1679, -0.7011, 1.5197], [0.0753, -1.1299, 0.8731], [0.9851, -1.8157, 1.5424], [0.8651, -2.3504, 2.8722], [1.8567, -3.0838, 3.4828], [3.0653, -3.3632, 2.8503], [3.2383, -2.8542, 1.5647], [2.2560, -2.1184, 0.9427], [2.6263, -1.3806, -0.9801], [-2.5094, -0.8357, -0.6345], [-1.7049, -0.0519, -1.2817], [-4.7864, -1.3400, -3.1284], [-3.0169, -1.2678, -3.3711], [-3.8479, 0.1593, -2.8289], [-5.0396, -3.2946, 0.8783], [-2.0726, -3.0412, 2.7846], [-3.7372, -3.6438, 2.6834], [-3.1493, -2.1363, 4.4786], [-1.2607, -1.0455, 2.5525], [-0.0417, -2.1665, 3.4325], [1.6781, -3.4505, 4.4906], [3.8446, -3.9401, 3.3317], [4.1644, -3.0344, 1.0305], [1.6477, 3.1090, 3.8767], [1.8251, 3.7622, 2.5098], [1.7179, 2.7752, 1.4418], [1.5329, 1.9627, 0.6563], [1.7678, 3.8567, 4.6618], [2.3824, 2.3181, 4.0282], [0.6493, 2.6770, 3.9564], [2.7875, 4.2735, 2.4175], [1.0368, 4.4970, 2.3412], [-1.0973, 0.8006, 1.3873], [-1.4628, 1.6820, 2.4090], [-1.8582, 1.3116, 3.7350], [-2.1256, 2.2546, 4.7016], [-2.0485, 3.6213, 4.4250], [-1.7073, 4.0206, 3.1262], [-1.4198, 3.0915, 2.1549], [-1.9637, 0.2624, 3.9756], [-2.4142, 1.9244, 5.6960], [-2.2734, 4.3555, 5.1900], [-1.6742, 5.0784, 2.8788], [-1.1652, 3.4009, 1.1472], [1.5436, 2.4196, -4.0725], [0.4992, 2.4645, -2.9366], [0.6286, 1.4160, -2.1287], [-0.9129, 2.4828, -3.6027], [-1.0108, 3.3882, -4.6324], [-1.9021, 2.7872, -2.7556], [-1.1904, 1.2990, -4.1479], [0.6980, 3.8075, -2.1778], [1.9760, 3.9425, -1.7710], [-0.0664, 3.9314, -1.0883], [0.4459, 4.9084, -2.9466], [1.3209, 1.5523, -4.6919], [2.5146, 2.2693, -3.6058], [1.5592, 3.3160, -4.6945]]
}

=====

(3)
{
  "formula": "C28H25CoN3O7S4",
  "method": "ωB97M-V/def2-TZVPD",
  "total_charge": -1,
  "multiplicity": 5,
  "molar_mass_g_mol": 702.7,
  "lumo_ev": [2.4, 0.0],
  "s2": 6.05,
  "energy_ha": -4748.60057,
  "elements": ["Co", "C", "C", "N", "N", "C", "S", "S", "C", "C", "C", "C", "C", "C", "C", "C", "C", "C", "C", "C", "C", "O", "H", "H", "H", "H", "H", "H", "H", "H", "H", "H", "H", "H", "H", "H", "O", "S", "O", "O", "C", "C", "C", "C", "C", "C", "S", "O", "O", "O", "H", "H", "H", "H", "N", "C", "C", "C", "C", "C", "C", "H", "H", "H", "H", "H", "H", "H"],
  "coordinates": [[1.3329, -0.6974, 0.2450], [-1.7088, 2.5291, 0.3025], [-0.3867, 1.8323, 0.4901], [-0.3434, 0.5518, 0.8345], [-1.5052, 0.0126, 1.1916], [-1.5531, -1.2917, 1.3217], [-0.3014, -2.3876, 1.0173], [-3.1032, -1.9990, 1.7729], [-4.0911, -0.5292, 2.2184], [-4.9119, 0.0568, 1.1019], [-4.4320, 0.1141, -0.2034], [-5.1841, 0.7092, -1.2049], [-6.4254, 1.2588, -0.9164], [-6.9109, 1.2069, 0.3818], [-6.1595, 0.6075, 1.3819], [0.8144, 2.5688, 0.2651], [0.7640, 3.8084, -0.4026], [1.9015, 4.5093, -0.6965], [3.1587, 3.9867, -0.3348], [3.2597, 2.7915, 0.3161], [2.1033, 2.0259, 0.6325], [2.2211, 0.9121, 1.2408], [-2.4872, 1.9874, 0.8285], [-1.9540, 2.5315, -0.7631], [-1.6631, 3.5560, 0.6588], [-3.3624, 0.1995, 2.5721], [-4.7222, -0.8409, 3.0498], [-3.4609, -0.3055, -0.4363], [-4.7983, 0.7408, -2.2160], [-7.0142, 1.7247, -1.6966], [-7.8796, 1.6318, 0.6160], [-6.5468, 0.5706, 2.3944], [-0.1875, 4.1861, -0.7492], [1.8342, 5.4469, -1.2321], [4.0565, 4.5339, -0.5980], [4.2204, 2.3565, 0.5588], [0.1815, 1.6804, -3.2272], [0.4842, 0.3728, -2.6737], [-0.6619, -0.4902, -2.5247], [1.3241, 0.4780, -1.4608], [1.6691, -0.3491, -3.8123], [1.6514, 0.1033, -5.1235], [2.6223, -0.3100, -6.0203], [3.6277, -1.1700, -5.6005], [3.6480, -1.6251, -4.2927], [2.6749, -1.2166, -3.3886], [2.7626, -1.9787, -1.7539], [1.3802, -2.2129, -1.3137], [3.5133, -3.1953, -1.9886], [3.4236, -1.0864, -0.7873], [0.8755, 0.8017, -5.4070], [2.6049, 0.0444, -7.0434], [4.3947, -1.4958, -6.2917], [4.4006, -2.3191, -3.9455], [2.7272, -1.6299, 1.9196], [2.1688, -2.2459, 3.0474], [1.3654, -1.4929, 3.9061], [0.7317, -2.0958, 4.9760], [0.8890, -3.4565, 5.2125], [1.6980, -4.2023, 4.3697], [2.3398, -3.6041, 3.2958], [3.3894, -2.1805, 1.3917], [3.0660, -0.6872, 2.0744], [1.2163, -0.4409, 3.6862], [0.0959, -1.5044, 5.6233], [0.3738, -3.9313, 6.0378], [1.8330, -5.2623, 4.5470], [2.9553, -4.1932, 2.6253]]
}

=====

(4)
{
  "formula": "C28H25F5IN5O3S2W",
  "method": "ωB97M-V/def2-TZVPD",
  "total_charge": 2,
  "molar_mass_g_mol": 949.4,
  "lumo_ev": [-7.5, -7.5],
  "energy_ha": -3241.48658,
  "e_above_lowest_kcal_mol": 0.00,
  "elements": ["W", "C", "O", "C", "C", "C", "C", "C", "C", "N", "N", "C", "C", "O", "C", "C", "C", "C", "C", "C", "C", "C", "H", "H", "H", "H", "H", "H", "H", "H", "H", "H", "H", "H", "H", "F", "C", "C", "F", "C", "F", "C", "S", "C", "F", "C", "F", "N", "C", "O", "C", "I", "H", "H", "H", "H", "C", "N", "C", "S", "N", "C", "H", "H", "H", "H", "H", "H", "H", "H"],
  "coordinates": [[-1.3944, -0.0681, -0.1030], [-2.1613, -0.5745, -3.4961], [-1.1186, -0.6346, -2.5055], [0.1336, -0.1928, -2.9139], [0.5101, 0.0532, -4.2155], [1.7878, 0.5515, -4.4553], [2.6598, 0.8022, -3.4080], [2.2836, 0.5221, -2.1001], [1.0206, 0.0159, -1.8590], [0.5000, -0.3705, -0.6130], [0.4475, 0.3706, 0.5340], [0.7538, 0.0585, 1.8408], [-0.4242, -0.0800, 2.5728], [-1.5436, -0.0191, 1.8381], [-0.3994, -0.3752, 3.9518], [0.8047, -0.5709, 4.5506], [2.0303, -0.4817, 3.8272], [3.2709, -0.7452, 4.4449], [4.4452, -0.6193, 3.7516], [4.4323, -0.1951, 2.4099], [3.2433, 0.0514, 1.7762], [2.0212, -0.1159, 2.4574], [-1.9833, -1.3236, -4.2649], [-2.2129, 0.4206, -3.9342], [-3.0848, -0.7998, -2.9747], [-0.1670, -0.1083, -5.0436], [2.0896, 0.7606, -5.4727], [3.6402, 1.2145, -3.6046], [2.9562, 0.7128, -1.2762], [-1.3282, -0.4636, 4.5001], [0.8407, -0.8030, 5.6078], [3.2811, -1.0448, 5.4862], [5.3856, -0.8345, 4.2410], [5.3661, -0.0543, 1.8810], [3.2335, 0.3987, 0.7520], [0.2633, 7.0663, 0.6673], [-0.1733, 5.9085, 0.2164], [-0.2252, 5.6735, -1.1475], [0.1435, 6.6202, -1.9957], [-0.6441, 4.4448, -1.6203], [-0.6460, 4.2234, -2.9319], [-1.0577, 3.4393, -0.7532], [-1.6852, 1.9479, -1.4422], [-1.0221, 3.7159, 0.6122], [-1.4517, 2.7978, 1.4833], [-0.5717, 4.9218, 1.1050], [-0.5236, 5.1349, 2.4118], [-5.6226, -0.4762, -0.6073], [-4.5712, -0.2334, 0.1318], [-3.4231, -0.2832, -0.4157], [-4.7741, 0.0596, 1.5764], [-4.5352, -1.8335, 2.5850], [-5.5275, -0.7581, -1.5719], [-6.5529, -0.4249, -0.2215], [-5.7811, 0.3895, 1.8026], [-4.0277, 0.7422, 1.9658], [2.1447, -3.4612, 1.1700], [0.7812, -2.9797, 0.9805], [0.0818, -3.1102, -0.1352], [-1.5785, -2.5686, -0.1206], [0.6319, -3.6582, -1.2001], [0.0363, -3.8031, -2.5288], [2.4807, -3.1565, 2.1570], [2.8149, -3.0152, 0.4324], [2.1919, -4.5500, 1.1017], [0.2673, -2.6819, 1.7944], [1.5676, -4.0264, -1.1034], [-0.9728, -3.4087, -2.5181], [0.0062, -4.8548, -2.8053], [0.6357, -3.2600, -3.2582]]
}